Formula: CH4N2OS
Source: OMol25
Level of theory: ωB97M-V/def2-TZVPD

Strongest force on any atom = 7.55 eV/A
DFT total energy = -623.209317 Eh
Charge = 0
Orbital gap = 0.2937 Eh
LUMO level = -1.01 eV

Structure (XYZ):
```
9
Properties=species:S:1:pos:R:3:forces:R:3
C -0.11949 0.73509 -0.34950 1.2 -0.5 -0.3
H -2.51954 -1.01387 -0.45845 1.8 3.8 3.0
H 0.01754 -1.08827 0.31399 -1.8 0.5 -2.0
H -0.83470 1.59555 -0.08946 1.1 -1.5 -1.0
H 2.83015 0.22047 1.44506 -1.1 -1.7 -3.3
N -0.63182 -0.61916 -0.49892 0.0 2.9 3.4
N 1.14685 0.87617 -0.27881 -1.3 1.9 0.0
O -1.93932 -0.21947 0.13178 -2.7 -6.1 -3.5
S 2.05033 -0.48651 -0.21570 2.7 0.7 3.6
```
Forces are in eV/Å.